12
Properties=species:S:1:pos:R:3:forces:R:3 method="wB97M-V/def2-TZVPD" relative_energy_kj_mol=413.7 total_charge=+1 lumo_ha="-0.2920 / -0.2915" homo_lumo_gap_ev="7.60 / 7.62"
C 0.6804 2.1027 -0.0406 0.9 0.0 1.8
C -0.5587 1.5636 0.1238 2.3 1.4 -0.7
C -0.7130 0.2014 0.1385 2.6 -2.5 -0.3
O -3.1008 -1.8949 0.4830 0.0 0.8 -0.2
O -0.1639 -0.7953 0.1286 -1.3 0.1 0.2
O -2.7280 0.1177 -0.2467 -0.6 -0.8 0.4
O -3.5422 -0.8565 0.0262 0.5 0.1 -0.1
H 0.8772 3.2126 0.0408 -0.7 -1.3 -0.6
H 1.6229 1.5026 0.0628 -1.1 0.3 -0.6
H -1.3898 2.1364 0.1169 -2.5 1.9 0.1
H 4.8045 -3.6706 -0.0750 -2.4 0.2 -2.8
H 4.2114 -3.6197 -0.7583 2.4 -0.2 2.8